Record 1
Computed, not measured: a single H12Si5 molecule in a non-equilibrium geometry, with the ωB97M-V functional and the def2-TZVPD basis.

```
! wB97M-V def2-TZVPD RIJCOSX def2/J DEFGRID3
* xyz 0 1
Si -0.24 3.12 -0.23
Si -1.85 -1.42 1.05
Si 0.88 -2.08 -1.69
Si 1.31 1.09 0.81
Si 0.47 -1.19 0.55
H -0.14 4.44 0.58
H 0.03 3.54 -1.65
H -1.73 2.60 -0.15
H -2.32 -2.52 1.79
H -2.78 -0.39 1.56
H -2.34 -1.56 -0.34
H 1.30 -3.45 -1.71
H -0.24 -1.59 -2.80
H 2.17 -1.28 -2.02
H 1.49 1.46 2.28
H 2.67 1.35 0.41
H 1.30 -2.12 1.56
*
```

Summary:
E = -39578.6352 eV
HOMO-LUMO gap = 0.3508 hartree
ΔE to the lowest compared entry with this formula, charge and spin = 0.9 kcal/mol
Highest occupied orbital energy = -9.451 eV



Record 2
Computed, not measured: 8 unconnected molecules or ions with the total composition C32H44N4O8 in a non-equilibrium geometry, with the ωB97M-V functional and the def2-TZVPD basis.

```
! wB97M-V def2-TZVPD RIJCOSX def2/J DEFGRID3
* xyz 0 1
O 5.12 -7.35 3.27
C 3.88 -7.24 3.33
O 3.23 -6.11 3.10
C 1.86 -6.20 3.30
C 1.53 -7.64 3.51
C 2.89 -8.35 3.72
H 1.35 -5.84 2.41
H 1.49 -5.60 4.13
H 1.09 -8.12 2.63
H 0.87 -7.87 4.34
H 3.10 -9.21 3.08
H 3.08 -8.45 4.79
O -3.84 -5.31 -0.16
C -4.33 -4.61 0.74
O -3.98 -4.77 2.05
C -4.66 -3.89 2.88
C -5.80 -3.44 2.02
C -5.27 -3.47 0.60
H -4.09 -3.03 3.23
H -4.96 -4.39 3.81
H -6.08 -2.43 2.34
H -6.70 -3.99 2.28
H -4.63 -2.62 0.35
H -5.94 -3.77 -0.21
O 8.74 1.03 -1.92
C 8.80 0.08 -1.11
O 9.72 0.08 -0.08
C 9.45 -0.91 0.87
C 8.04 -1.38 0.52
C 7.83 -1.08 -0.99
H 9.59 -0.66 1.93
H 10.15 -1.73 0.72
H 7.25 -0.96 1.13
H 8.00 -2.46 0.61
H 6.83 -0.82 -1.35
H 8.23 -1.90 -1.60
O -7.40 8.37 6.65
C -6.84 8.42 5.57
O -7.43 9.01 4.53
C -6.57 9.17 3.45
C -5.49 8.17 3.68
C -5.39 8.11 5.22
H -6.23 10.21 3.52
H -7.01 8.86 2.50
H -4.53 8.33 3.20
H -5.81 7.20 3.30
H -4.77 8.90 5.65
H -5.23 7.11 5.63
N 2.88 5.64 -3.84
C 3.17 6.00 -5.19
C 3.28 4.76 -5.85
C 3.27 3.72 -4.94
C 3.15 4.34 -3.65
H 2.81 6.31 -3.09
H 3.05 7.00 -5.56
H 3.32 4.68 -6.93
H 3.26 2.67 -5.18
H 3.04 3.84 -2.70
N -0.61 0.85 0.79
C 0.49 0.11 0.82
C 1.03 0.11 2.09
C 0.15 0.84 2.85
C -0.80 1.39 2.01
H -1.14 0.97 -0.05
H 0.77 -0.29 -0.15
H 1.95 -0.31 2.46
H 0.30 1.02 3.90
H -1.67 2.00 2.21
N 0.84 -4.27 -3.96
C 0.41 -3.64 -5.07
C 1.56 -3.18 -5.76
C 2.67 -3.87 -5.21
C 2.21 -4.47 -4.03
H 0.22 -4.62 -3.24
H -0.60 -3.29 -5.14
H 1.64 -2.50 -6.60
H 3.70 -3.82 -5.51
H 2.70 -5.09 -3.30
N -5.31 1.67 -3.78
C -4.11 1.93 -4.37
C -3.58 3.05 -3.76
C -4.44 3.49 -2.77
C -5.54 2.66 -2.86
H -5.98 1.02 -4.17
H -3.80 1.28 -5.17
H -2.67 3.57 -4.04
H -4.30 4.36 -2.15
H -6.47 2.65 -2.31
*
```

Summary:
E = -56234.5176 eV
HOMO-LUMO gap = 0.2886 hartree
ΔE to the lowest compared entry with this formula, charge and spin = 64.9 kcal/mol
Highest occupied orbital energy = -7.902 eV



Record 3
Computed, not measured: 2 unconnected molecules or ions with the total composition C5H2N2 in a non-equilibrium geometry, with the ωB97M-V functional and the def2-TZVPD basis.

```
! wB97M-V def2-TZVPD RIJCOSX def2/J DEFGRID3
* xyz 0 3
C -1.52 -1.36 -0.15
C -0.75 1.52 0.12
C 1.27 -0.03 -0.65
C 1.28 -0.15 0.67
C 0.09 0.45 0.07
N -2.31 -2.19 -0.15
N -1.47 2.43 0.13
H 1.68 -0.21 -1.61
H 1.73 -0.46 1.58
*
```

Summary:
E = -8188.4062 eV
Expectation value of S² = 2.02
HOMO-LUMO gap (spin up / spin down) = 0.2835 / 0.2545 hartree
ΔE to the lowest compared entry with this formula, charge and spin = 77.0 kcal/mol
Highest occupied orbital energy (spin up / spin down) = -7.667 / -11.313 eV



Record 4
Computed, not measured: a single C13H14 molecule in a non-equilibrium geometry, with the ωB97M-V functional and the def2-TZVPD basis.

```
! wB97M-V def2-TZVPD RIJCOSX def2/J DEFGRID3
* xyz 0 1
C 3.58 0.49 0.20
C 2.71 1.50 -0.12
C 3.16 -0.79 0.35
C 1.37 1.31 -0.18
C 1.78 -1.02 0.10
C 0.90 0.04 -0.05
C 0.93 -2.29 0.04
C -0.33 -1.95 -0.05
C -1.32 0.03 -1.38
C -0.45 -0.50 -0.24
C -1.78 0.28 0.03
C -3.08 -0.56 0.43
C -1.70 1.60 0.63
H 4.66 0.61 0.54
H 3.15 2.51 -0.53
H 3.90 -1.54 0.41
H 0.67 2.08 -0.29
H 1.25 -3.32 0.15
H -1.15 -2.67 -0.18
H -0.95 1.06 -1.84
H -1.92 -0.46 -2.02
H -3.42 -0.41 1.49
H -2.94 -1.58 0.29
H -3.93 -0.31 -0.17
H -0.93 2.19 0.16
H -1.57 1.42 1.75
H -2.60 2.30 0.47
*
```

Summary:
E = -13705.5718 eV
HOMO-LUMO gap = 0.3410 hartree
ΔE to the lowest compared entry with this formula, charge and spin = 13.2 kcal/mol
Highest occupied orbital energy = -8.337 eV



Record 5
Computed, not measured: a molecular structure, C9H12NS4Sc in a non-equilibrium geometry, with the ωB97M-V functional and the def2-TZVPD basis.

```
! wB97M-V def2-TZVPD RIJCOSX def2/J DEFGRID3
* xyz 0 1
Sc -0.81 -1.42 0.31
C 0.64 -1.13 -1.46
N 1.25 -0.94 -0.11
C 2.40 -1.90 0.07
C 1.60 0.43 0.19
C 0.39 1.25 0.39
C 0.48 2.64 0.34
C -0.65 3.46 0.41
C -1.91 2.91 0.42
C -2.05 1.53 0.46
C -0.88 0.80 0.57
H 0.10 -0.22 -1.77
H -0.09 -1.97 -1.53
H 1.50 -1.45 -2.06
H 3.16 -1.53 -0.66
H 1.99 -2.91 -0.07
H 2.74 -1.86 1.09
H 2.16 0.91 -0.68
H 2.15 0.51 1.12
H 1.47 3.02 0.22
H -0.48 4.53 0.56
H -2.83 3.48 0.37
H -2.98 1.02 0.46
S -2.82 -1.09 -1.10
S -3.43 -2.19 0.57
S -2.56 -4.06 1.07
S -0.53 -3.82 0.80
*
```

Summary:
E = -75059.4053 eV
HOMO-LUMO gap = 0.2747 hartree
ΔE to the lowest compared entry with this formula, charge and spin = 23.3 kcal/mol
Highest occupied orbital energy = -7.596 eV



Record 6
Computed, not measured: 2 unconnected molecules or ions with the total composition C27H47BrFN5O6PS in a non-equilibrium geometry, with the ωB97M-V functional and the def2-TZVPD basis.

```
! wB97M-V def2-TZVPD RIJCOSX def2/J DEFGRID3
* xyz 1 1
C 1.65 -1.79 -0.91
C 0.38 -2.02 -1.46
C -0.88 -2.35 -0.65
C -1.86 -1.20 -0.24
C -2.96 -1.91 0.65
C -4.43 -1.91 0.10
O -5.33 -2.29 1.16
N -2.28 -0.15 -1.22
C -2.84 -0.73 -2.44
C -1.95 -0.71 -3.76
C -0.68 0.20 -3.76
O -2.84 -0.42 -4.86
C -2.83 0.89 -0.48
N -3.59 1.96 -0.67
P -4.20 3.24 0.46
C -6.09 3.14 0.22
C -4.01 2.89 2.28
C -4.46 4.18 3.12
S -4.10 2.27 -2.30
O -5.30 1.50 -2.61
O -4.46 3.67 -2.42
F -2.89 2.05 -3.34
N -2.33 0.71 0.88
C -1.12 -0.19 0.78
Br 0.19 1.12 -0.04
C -0.51 -0.75 2.10
C 0.44 0.24 2.89
C 1.98 -0.09 2.59
N 2.73 1.13 2.19
C 3.72 0.83 1.12
C 3.95 2.02 0.13
C 3.57 1.96 -1.28
C 3.85 3.10 -2.16
C 4.50 4.28 -1.62
C 4.88 4.32 -0.21
C 4.60 3.22 0.69
O 4.94 3.23 2.04
H 2.07 -0.77 -1.05
H 2.14 -2.61 -0.32
H 0.34 -2.04 -2.58
H -0.56 -2.91 0.28
H -1.48 -3.12 -1.24
H -2.66 -3.00 0.72
H -3.03 -1.57 1.71
H -4.50 -2.75 -0.66
H -4.75 -0.93 -0.34
H -5.77 -3.11 0.91
H -3.04 -1.82 -2.24
H -3.86 -0.36 -2.75
H -1.60 -1.76 -3.96
H 0.18 -0.34 -4.23
H -0.88 1.07 -4.46
H -0.40 0.66 -2.78
H -2.36 0.06 -5.55
H -6.38 3.84 -0.58
H -6.58 3.31 1.21
H -6.33 2.10 -0.16
H -2.93 2.73 2.55
H -4.57 1.96 2.56
H -4.05 4.02 4.15
H -3.99 5.07 2.62
H -5.57 4.23 3.11
H -1.84 1.62 1.01
H -1.34 -0.99 2.81
H 0.03 -1.73 1.95
H 0.29 -0.01 3.98
H 0.19 1.32 2.79
H 2.43 -0.56 3.51
H 1.99 -0.89 1.81
H 3.30 1.36 3.01
H 3.48 -0.06 0.49
H 4.70 0.61 1.62
H 3.08 1.06 -1.71
H 3.52 3.02 -3.22
H 4.69 5.13 -2.31
H 5.39 5.22 0.19
H 4.07 3.25 2.49
C 5.49 -3.39 1.44
O 4.61 -2.56 1.30
N 5.60 -4.54 0.73
C 6.67 -5.49 0.95
C 4.61 -4.82 -0.29
H 6.29 -3.27 2.19
H 7.24 -5.61 0.03
H 6.24 -6.45 1.24
H 7.33 -5.14 1.74
H 4.61 -4.02 -1.04
H 3.62 -4.87 0.16
H 4.83 -5.77 -0.78
*
```

Summary:
E = -141366.1352 eV
HOMO-LUMO gap = 0.2502 hartree
Highest occupied orbital energy = -10.439 eV